A cluster of 19 separate species, H38O19 in total, computed with ωB97M-V/def2-TZVPD.

Computed properties:
LUMO energy (alpha / beta): 2.26 / 2.13 eV
F_max: 0.044 Eh/bohr
orbital gap (alpha / beta): 2.30 / 10.03 eV
total charge: -1
HOMO energy (alpha / beta): -0.00144 / -0.29025 Eh
multiplicity: 2

```
57
H38O19 ωB97M-V/def2-TZVPD
O 2.8821 -0.7388 -3.6514
H 2.6814 -0.7117 -4.6047
H 2.4333 0.1300 -3.5753
O 2.4806 -0.2250 1.7431
H 1.7592 -0.5154 1.1501
H 2.0089 0.0684 2.5339
O -2.7098 -3.6240 -0.3264
H -2.4325 -3.0766 -1.0742
H -2.9854 -4.3894 -0.8507
O 2.3186 4.2932 -0.5307
H 2.9413 4.0721 -1.2526
H 2.7682 3.6609 0.0677
O -0.2445 -2.4661 -3.5180
H -1.0503 -2.3045 -3.0351
H 0.2617 -3.1703 -3.1152
O -0.0813 2.3219 3.9555
H 0.8353 2.3230 3.6545
H -0.4883 2.0500 3.1045
O -2.7479 -0.2673 -1.0378
H -2.1960 -1.0545 -0.9358
H -2.0390 0.3872 -1.1363
O -0.1049 -1.0139 -0.7146
H 0.0456 -1.4629 0.1478
H 0.6408 -0.8508 -1.2882
O 0.2889 -1.8591 1.6319
H 0.4893 -2.7976 1.5084
H -0.5392 -1.8135 2.1070
O 2.9738 -3.2867 -0.3393
H 3.8101 -3.7505 -0.1994
H 3.3304 -2.3954 -0.4419
O 0.1541 -4.9062 1.1103
H 0.6057 -4.9058 1.9599
H -0.7677 -4.7313 1.3433
O 3.4108 2.4990 2.1895
H 3.5118 1.6119 2.5551
H 2.4495 2.5673 2.2493
O -0.3454 4.2138 -1.5394
H -0.6659 5.1249 -1.6054
H 0.5430 4.4354 -1.1979
O 2.0836 -1.5754 3.8795
H 2.9482 -1.6816 4.2592
H 2.2007 -1.7065 2.9097
O -3.7826 2.8210 -1.2816
H -2.9381 2.4766 -1.6492
H -4.4340 2.2525 -1.6996
O -2.0662 1.9016 2.0795
H -1.8984 2.3580 1.2533
H -2.9413 1.7740 2.3958
O -0.1494 1.5070 -1.5873
H 0.7286 1.7032 -1.9726
H -0.3503 2.4540 -1.4237
O -2.4465 1.8056 -3.3953
H -1.6743 1.5304 -2.8864
H -3.1973 1.2249 -3.2741
O -2.5296 -1.1233 1.9429
H -3.2853 -0.6106 2.2590
H -2.4938 -0.5529 1.1496
```